#i
This record from the OMol25 dataset describes C3H7NOS2 in the gas phase. The level of theory is wB97M-V/def2-TZVPD.

Properties
* HOMO-LUMO gap: 9.652 eV
* structure (SMILES): N[C@H](C=O)CSS
* charge: 0
* E_HOMO: -9.115 eV

Bonds (Å) are listed after each position.
Element x y z (Å)
1 N 1.755 0.335 -0.239  C2 1.444, H8 1.001, H9 1.005
2 C 0.686 -0.137 0.610  N1 1.444, C3 1.524, C5 1.536, H10 1.093
3 C 0.697 -1.644 0.836  C2 1.524, O4 1.193, H11 1.092
4 O 0.174 -2.224 1.738  C3 1.193
5 C -0.660 0.119 -0.086  C2 1.536, S6 1.814, H12 1.073, H13 1.099
6 S -0.850 1.860 -0.557  C5 1.814, S7 2.066
7 S -2.585 1.747 -1.673  S6 2.066, H14 1.336
8 H 2.678 0.322 0.149  N1 1.001
9 H 1.669 0.097 -1.212  N1 1.005
10 H 0.802 0.426 1.539  C2 1.093
11 H 1.236 -2.153 0.034  C3 1.092
12 H -1.510 -0.147 0.514  C5 1.073
13 H -0.650 -0.502 -0.993  C5 1.099
14 H -3.442 1.903 -0.660  S7 1.336



#ii
This record from the OMol25 dataset describes C3H7NOS2 in the gas phase. The level of theory is wB97M-V/def2-TZVPD.

Properties
* HOMO-LUMO gap: 8.936 eV
* structure (SMILES): COCSNC=S
* charge: 0
* E_HOMO: -8.959 eV

Bonds (Å) are listed after each position.
Element x y z (Å)
1 C -3.075 -0.999 0.659  H4 1.158, H5 0.969, H6 1.056, O12 1.435
2 C -1.428 0.409 1.175  H7 1.168, H8 1.316, O12 1.392, S13 1.801
3 C 1.982 0.486 -0.446  H10 1.037, N11 1.536, S14 1.576
4 H -3.707 -1.162 -0.297  C1 1.158
5 H -3.548 -0.927 1.502  C1 0.969
6 H -2.505 -1.880 0.780  C1 1.056
7 H -1.912 0.003 2.157  C2 1.168
8 H -1.351 1.694 1.452  C2 1.316
9 H 0.038 -0.297 -1.049  N11 0.935
10 H 2.381 0.809 0.455  C3 1.037
11 N 0.489 0.137 -0.354  C3 1.536, H9 0.935, S13 1.720
12 O -2.438 0.215 0.237  C1 1.435, C2 1.392
13 S 0.012 -0.668 1.089  C2 1.801, N11 1.720
14 S 2.602 0.649 -1.885  C3 1.576



Unit: eV. Relative energies: #i 0.000; #ii 3.436.